DFT (ωB97M-V/def2-TZVPD) results for C11H25Cl2CrN2OP2 as an isolated structure.

Geometry as XYZ:
```
44
Properties=species:S:1:pos:R:3:forces:R:3:lowdin_spin:R:1
C 1.050 -0.201 -3.927 -0.66 -0.01 -0.83 0.006
C 1.133 -0.150 -2.503 3.48 0.47 3.20 0.040
H 2.101 -0.137 -4.331 -0.87 -0.03 0.38 0.002
H 0.381 0.627 -4.251 0.42 -0.24 0.06 0.000
H 0.516 -1.126 -4.223 0.31 0.25 0.09 0.000
O 1.742 -0.062 -1.501 -2.99 -0.23 -3.52 0.047
Cl -2.239 -0.167 -2.337 2.00 0.10 -0.17 0.051
Cr -0.655 -0.040 -0.665 -2.10 -0.04 3.20 3.234
P -0.137 2.421 -0.424 -0.40 0.85 0.18 -0.014
C 1.247 3.026 0.620 0.17 -0.40 0.14 -0.010
C 0.335 3.130 -2.023 -0.18 0.19 -0.12 0.001
H 0.481 4.220 -1.892 -0.02 -0.55 -0.28 0.000
H -1.569 4.411 -0.294 0.04 -0.41 0.17 0.000
H -0.460 2.929 -2.749 0.11 0.21 0.00 0.000
H -2.496 2.864 -0.388 0.17 0.28 0.13 0.000
H 2.180 2.621 0.197 -0.20 0.19 0.20 0.000
H 1.269 2.671 -2.364 0.01 0.24 -0.04 0.000
C -1.629 3.369 0.062 -0.12 -0.22 0.00 0.005
H 1.308 4.128 0.625 -0.19 -0.44 -0.15 -0.002
H -1.765 3.353 1.156 0.04 0.04 -0.51 0.000
H 1.157 2.667 1.653 0.14 0.14 -0.37 0.000
P 0.138 -2.400 -0.202 -0.32 -0.44 0.50 -0.013
C 1.491 -2.739 0.995 0.11 0.27 0.02 -0.009
C -1.239 -3.480 0.310 -0.17 0.04 -0.07 0.006
H 0.072 -3.010 -2.519 0.14 -0.29 0.11 0.000
H 0.942 -4.225 -1.505 0.10 0.12 -0.31 0.000
H 1.746 -2.687 -1.960 -0.02 -0.31 -0.01 0.000
C 0.792 -3.160 -1.703 -0.16 0.07 -0.27 0.000
H -2.166 -3.049 -0.086 0.11 -0.27 0.09 0.001
H -1.079 -4.494 -0.088 -0.09 0.28 0.21 0.000
H 1.626 -3.825 1.135 -0.14 0.38 -0.18 -0.002
H 1.302 -2.274 1.973 0.18 -0.15 -0.41 0.000
H -1.330 -3.532 1.407 0.04 -0.03 -0.44 0.000
H 2.421 -2.317 0.587 -0.18 -0.14 0.22 0.000
Cl -2.727 -0.198 0.577 0.13 -0.09 -0.99 -0.290
N -0.627 -0.980 2.813 0.60 1.00 0.14 -0.002
C -0.693 -0.600 4.104 -0.21 0.87 -0.30 -0.002
C -0.732 0.779 4.125 0.18 -1.56 -2.11 -0.003
C -0.644 1.174 2.776 0.37 -1.21 0.70 -0.001
N -0.517 0.100 1.972 0.54 0.11 0.20 -0.044
H -0.638 -1.937 2.502 -0.04 0.30 -0.28 0.000
H -0.670 -1.283 4.928 -0.19 -0.38 0.07 0.000
H -0.771 1.381 4.952 -0.16 1.31 1.75 0.000
H -0.647 2.205 2.466 0.03 -0.27 -0.41 0.000
```
Forces are in eV/Å.

## Properties
DFT total energy (eV): -88867.1171
Net charge: +2
2S+1: 4
HOMO (spin up / spin down) (hartree): -0.5425 / -0.5471
Kohn-Sham gap (spin up / spin down) (eV): 4.75 / 4.78